DFT (the ωB97M-V functional and the def2-TZVPD basis) results for an isolated molecule of C17H15FN2 at a distorted geometry.

Positions of all 35 atoms, in Å:
C 0.71 -3.42 -0.11
C 0.17 -2.37 -1.02
N 0.07 -2.71 -2.30
C -0.37 -1.62 -2.98
C -0.61 -0.58 -2.11
N -0.26 -1.06 -0.85
C -0.14 -0.18 0.28
C -1.44 0.65 0.36
C -2.62 -0.10 0.35
C -3.85 0.47 0.70
C -3.90 1.84 0.99
C -2.77 2.64 0.81
C -1.57 2.05 0.40
C 1.28 0.45 0.34
C 2.34 -0.46 0.32
C 3.64 -0.09 0.65
C 3.85 1.25 0.97
F 5.08 1.61 1.47
C 2.88 2.22 0.85
C 1.60 1.80 0.49
H 0.98 -3.10 0.90
H 0.00 -4.27 -0.05
H 1.58 -3.85 -0.62
H -0.46 -1.65 -4.05
H -0.92 0.44 -2.32
H -0.13 -0.86 1.16
H -2.58 -1.17 0.11
H -4.74 -0.15 0.72
H -4.82 2.29 1.31
H -2.78 3.71 0.96
H -0.72 2.68 0.15
H 2.14 -1.50 0.09
H 4.45 -0.82 0.67
H 3.09 3.27 1.03
H 0.85 2.56 0.36

Properties
- Kohn-Sham gap (eV) = 9.16
- relative energy (zero: lowest compared OMol25 entry of this formula, charge and spin) (kJ/mol) = 24.5
- net charge = 0